Record 1
A molecular structure, C5H5FIN in a non-equilibrium geometry, computed with wB97M-V/def2-TZVPD.

Geometry (Å):
C: 1.392924 0.394633 -0.522006
C: 0.526315 -0.428301 -1.119125
C: 0.983263 1.173446 0.620458
C: -0.856783 -0.436013 -0.632829
C: -1.022546 0.305401 0.664627
N: -0.189777 1.200310 1.211133
F: -0.126119 -1.625136 1.506045
I: -2.718142 0.113938 1.756854
H: 2.415312 0.229155 -0.850032
H: 0.671664 -1.215316 -1.796006
H: 1.816360 1.724457 1.049493
H: -1.562717 0.075170 -1.472886
H: -1.329754 -1.511744 -0.415727

Cartesian forces, eV/Å:
C 0.329 -1.096 -0.479
C -1.707 0.125 1.740
C 1.114 -0.013 -0.451
C -3.215 -0.302 -0.294
C 0.137 -1.692 0.538
N 1.152 -0.184 -1.088
F -0.489 1.228 -0.565
I -0.724 -0.157 0.009
H 0.156 0.881 0.531
H 1.038 -0.469 -1.289
H -0.425 0.401 0.320
H 1.340 -0.997 1.732
H 1.293 2.276 -0.704

The frontier orbital gap (alpha / beta) comes out at 0.27093 / 0.27088 Eh. The energy above the lowest of the compared OMol25 structures with the same formula, charge and spin comes out at 67.5 kcal per mole. As for the multiplicity: 1. The strongest force on any atom is 0.0631 Eh/bohr. The net charge is 0. As for the HOMO energy (alpha / beta): -9.25 / -9.25 eV.



Record 2
A molecular structure, C18H40FN2O11S3 in a non-equilibrium geometry, computed with wB97M-V/def2-TZVPD.

Geometry (Å):
C: 2.745230 0.365196 2.540445
N: 2.094953 -0.330450 1.346132
C: 2.793390 0.229934 0.127814
N: 1.932939 0.243222 -1.137753
F: 2.831013 0.426297 -2.172182
C: 1.235366 -1.066483 -1.426352
C: -0.232745 -1.249833 -0.722786
C: -0.382946 -2.777257 -0.057793
C: -1.797685 -2.849191 0.831273
C: -3.134109 -2.765474 -0.115492
C: -4.557926 -2.741062 0.714441
C: -5.833903 -2.493696 -0.319181
C: -6.392652 -0.948582 -0.277149
C: -5.204768 0.196611 -0.405063
C: -4.693312 0.743633 1.086454
O: -4.244240 2.142652 1.007740
C: -5.297707 3.092318 1.400742
S: 0.868411 1.656014 -1.216108
C: 0.189599 2.187328 0.450267
O: 1.803381 2.835003 -1.693790
O: -0.220841 1.533496 -2.338115
H: 2.521573 -0.166813 3.565212
H: 2.457463 1.498969 2.505464
H: 3.917995 0.256265 2.367064
H: 2.447460 -1.328405 1.419599
H: 3.729004 -0.448149 -0.121628
H: 3.075086 1.346471 0.373885
H: 1.934061 -1.937613 -1.005137
H: 1.149213 -1.297477 -2.594449
H: -1.036728 -1.161346 -1.583311
H: -0.459652 -0.510029 0.159363
H: -0.318325 -3.631140 -0.855178
H: 0.480938 -2.845333 0.762184
H: -1.725851 -2.009681 1.656328
H: -1.850073 -3.884746 1.422846
H: -2.999338 -1.884174 -0.874671
H: -3.163104 -3.762494 -0.771413
H: -4.572430 -2.022602 1.637986
H: -4.705967 -3.848070 1.131123
H: -5.475197 -2.840971 -1.402337
H: -6.706397 -3.236354 0.011236
H: -7.104033 -0.772314 -1.214118
H: -7.068735 -0.720503 0.679500
H: -4.297944 -0.144786 -1.091231
H: -5.664012 1.156898 -0.944452
H: -3.767300 0.081195 1.425235
H: -5.545231 0.540723 1.864780
H: -5.531573 3.801430 0.476167
H: -4.845179 3.736219 2.298079
H: -6.274701 2.596940 1.822525
H: 0.041583 1.324499 1.226796
H: 0.913816 2.981196 0.961000
H: -0.869150 2.685242 0.277668
C: 5.839463 -2.111547 4.340713
C: 5.559746 -3.519203 4.860311
O: 4.465294 -3.994453 4.079869
S: 4.558992 -3.346478 2.585956
O: 5.192126 -4.311310 1.714536
O: 3.294090 -2.719981 2.279482
O: 5.646027 -2.180896 2.928988
H: 5.122339 -1.391427 4.747787
H: 6.855959 -1.781090 4.570514
H: 5.307955 -3.528377 5.923461
H: 6.413650 -4.181601 4.683085
C: 3.423234 4.581121 -5.869229
C: 2.020007 5.180829 -5.901227
O: 1.317520 4.543729 -4.836616
S: 2.368140 4.207115 -3.635235
O: 2.276307 5.259308 -2.647517
O: 2.251484 2.805654 -3.305539
O: 3.740712 4.427584 -4.486902
H: 3.439061 3.590221 -6.334432
H: 4.158392 5.224419 -6.360131
H: 1.514800 5.007967 -6.854462
H: 2.045983 6.255690 -5.693071

Cartesian forces, eV/Å:
C 1.405 0.045 -0.123
N 1.546 -0.118 -0.638
C 1.523 0.031 2.296
N 0.541 -2.294 0.331
F -0.108 0.226 0.178
C -0.853 -3.427 -0.069
C -0.852 -1.067 -0.251
C -0.066 1.001 1.317
C 0.171 -0.674 -0.191
C 0.305 -0.507 0.040
C -0.168 -1.160 -0.528
C -0.009 -0.266 0.681
C -0.066 0.329 -1.029
C -0.483 0.890 0.216
C 0.555 -1.452 -0.926
O -2.101 -1.179 0.923
C 0.205 1.260 0.528
S -2.587 9.224 -5.324
C -1.025 -0.251 2.679
O -5.471 -6.495 12.899
O 3.720 -1.169 4.778
H 0.025 1.173 -2.276
H 0.503 -2.205 0.414
H -2.186 0.546 0.723
H -0.937 1.493 -0.076
H -1.809 1.697 0.024
H -0.368 -2.204 -1.013
H -1.247 2.140 -0.798
H 0.313 1.270 2.601
H 1.675 0.196 1.949
H 0.586 -1.323 -1.942
H -0.052 1.697 1.523
H -1.651 -0.185 -1.970
H -0.360 -1.486 -1.733
H 0.309 2.240 -1.314
H -0.560 -1.505 1.555
H 0.134 2.163 1.345
H 0.099 -1.214 -1.882
H 0.464 2.418 -0.703
H -0.887 1.017 2.269
H 1.839 1.709 -0.806
H 1.438 -0.546 2.004
H 1.652 -0.677 -1.961
H -1.943 0.603 1.606
H 0.922 -2.086 1.192
H -1.787 1.537 -0.654
H 1.525 0.751 -1.379
H 0.352 -1.535 2.071
H -1.045 -1.206 -2.044
H 1.906 0.747 -1.086
H 0.289 1.381 -1.654
H -1.306 -1.781 -1.729
H 2.233 -1.134 -0.233
C -0.145 0.149 0.880
C 0.911 0.075 0.168
O -0.555 0.871 -1.234
S 1.197 -1.063 0.253
O -1.317 1.677 0.889
O 1.089 -0.878 0.100
O -0.715 -0.928 -0.524
H 0.089 -0.063 0.030
H -0.164 -0.093 -0.297
H -0.212 -0.050 -0.287
H -0.055 0.112 0.074
C -0.238 -0.235 -0.655
C 0.439 0.609 -0.236
O 0.513 -0.562 0.749
S 0.232 0.093 -1.368
O 0.219 -1.711 -1.010
O 3.148 3.139 -10.548
O -0.646 0.421 0.695
H -0.020 0.111 -0.014
H -0.057 -0.084 0.318
H -0.058 -0.145 0.311
H 0.041 -0.085 -0.105

The frontier orbital gap comes out at 0.26271 Eh. The energy above the lowest of the compared OMol25 structures with the same formula, charge and spin comes out at 181.3 kcal per mole. As for the multiplicity: 1. The strongest force on any atom is 0.3003 Eh/bohr. The net charge is +1. As for the HOMO energy: -10.45 eV.



Record 3
A molecular structure, C9H7ClF3O5PdS in a non-equilibrium geometry, computed with wB97M-V/def2-TZVPD.

Geometry (Å):
Pd: -1.718861 -0.521146 -0.306694
Cl: 5.174239 0.866579 -1.481642
C: 3.490821 0.863625 -1.455978
C: 2.785095 2.086337 -1.525324
C: 1.428323 2.076592 -1.519507
C: 0.701143 0.832835 -1.388971
O: -0.553026 0.876655 -1.353476
C: 1.451851 -0.411199 -1.342651
C: 0.808945 -1.736050 -1.379896
O: -0.391319 -1.939457 -1.376027
C: 2.806845 -0.376120 -1.383384
H: 3.338080 3.013820 -1.580772
H: 0.847276 2.987965 -1.559053
H: 1.485221 -2.596919 -1.451830
H: 3.379659 -1.297341 -1.372431
F: -1.834573 -1.349636 4.284750
C: -1.055838 -0.340074 3.939921
F: -1.488343 0.777511 4.485233
F: 0.189949 -0.580681 4.306035
S: -1.096425 -0.130512 2.118781
O: -0.064086 0.812142 1.779749
O: -0.867782 -1.486512 1.500326
O: -2.472206 0.280830 1.775468
C: -3.948727 -0.671234 -0.891073
H: -4.260383 0.300631 -0.534097
H: -4.303752 -1.525525 -0.327030
H: -3.832126 -0.813116 -1.960424

Cartesian forces, eV/Å:
Pd -0.124 -0.995 -0.616
Cl 0.109 -0.004 0.005
C -0.055 -0.059 0.025
C 0.076 -0.115 0.007
C -0.097 -0.149 -0.002
C -0.009 -0.002 -0.141
O -0.041 0.243 0.441
C -0.419 -0.163 0.113
C 0.072 0.306 -0.060
O -0.259 -0.082 0.102
C 0.545 0.163 0.002
H 0.016 -0.012 -0.007
H -0.018 -0.031 -0.012
H 0.041 -0.004 -0.053
H 0.027 0.083 -0.014
F -0.063 -0.074 0.080
C -0.041 -0.261 -0.067
F -0.017 0.139 0.104
F 0.102 -0.043 0.099
S 0.107 0.616 0.084
O -0.101 -0.199 0.255
O -0.079 0.637 -0.254
O 0.476 -0.007 -0.049
C -0.432 -0.045 -0.102
H -0.004 0.071 0.022
H 0.100 -0.031 0.058
H 0.089 0.016 -0.018

The frontier orbital gap (alpha / beta) comes out at 0.31355 / 0.25804 Eh. The energy above the lowest of the compared OMol25 structures with the same formula, charge and spin comes out at 14.0 kcal per mole. As for the multiplicity: 5. The strongest force on any atom is 0.0229 Eh/bohr. The net charge is +1. As for the HOMO energy (alpha / beta): -13.21 / -14.23 eV.